A cluster of 2 separate species, C6H16O2P2 in total at a distorted geometry. Source: the OMol25 dataset; level of theory: the ωB97M-V functional and the def2-TZVPD basis.

Values from the calculation:
- max |F| (Eh/bohr) = 0.08940
- gap between HOMO and LUMO (eV) = 8.9
- ΔE to the lowest compared entry with this formula, charge and spin (eV) = 0.278
- SMILES = CP(C)C(C=O)P(C)C.O

CARTESIAN COORDINATES (ANGSTROEM)
C1 -2.6002 1.0708 -1.1196
C2 -1.7762 0.7893 1.5510
C3 2.6619 -0.7700 -0.0458
C4 1.7649 1.6123 -0.5920
C5 -0.0645 -1.7505 -1.2032
C6 -0.2248 -0.4001 -0.7225
O1 -0.5948 -2.6963 -0.7642
O2 0.2253 -1.9209 1.9754
P1 -2.0166 -0.3291 0.0599
P2 1.2318 0.1739 0.4259
H1 -1.9981 1.9419 -1.2476
H2 -3.6071 1.0762 -0.5404
H3 -2.9386 0.6777 -2.1623
H4 -1.3713 1.5652 0.9436
H5 -1.1354 0.3016 2.1833
H6 -2.6297 0.9968 2.1500
H7 3.2521 -0.2844 0.6479
H8 3.0513 -0.5378 -1.0047
H9 2.6147 -1.7590 0.3540
H10 1.0074 1.9084 -1.2466
H11 2.6053 1.4459 -1.2080
H12 1.8381 2.3612 0.1610
H13 -0.3156 0.3224 -1.5916
H14 0.5773 -1.8207 -2.1687
H15 0.6096 -1.3390 2.6682
H16 -0.1671 -2.6358 2.4969

Atomic forces in eV per Å
C -3.158 -3.339 0.111
C -0.861 -0.560 -2.551
C -0.902 -0.906 0.353
C -0.811 -0.161 1.401
C 1.914 1.145 -3.052
C -0.943 2.194 1.085
O -1.011 -2.843 1.119
O 0.290 0.236 1.285
P 0.498 0.542 -1.112
P -1.882 0.304 -1.393
H 0.131 0.823 0.433
H 1.299 1.468 -1.169
H 0.891 0.446 1.767
H 0.537 1.499 0.914
H 2.113 -0.863 1.344
H -1.082 0.477 -0.186
H 2.173 1.046 1.406
H 0.217 -0.646 -0.993
H 0.091 -1.032 -0.528
H -1.421 0.574 -0.910
H 1.285 -0.050 -0.213
H 0.812 1.175 0.102
H 0.525 -0.971 0.902
H -0.386 -0.124 1.013
H -0.272 -0.379 -0.751
H -0.046 -0.056 -0.375